{
  "formula": "C64H176N16O16",
  "method": "ωB97M-V/def2-TZVPD",
  "multiplicity": 1,
  "homo_lumo_gap_ev": 8.889,
  "e_lumo_ev": 0.506,
  "homo_energy_ev": -8.38,
  "relative_energy_kj_mol": 288.7,
  "total_charge": 0,
  "elements": ["C", "C", "C", "O", "C", "N", "H", "H", "H", "H", "H", "H", "H", "H", "H", "H", "H", "C", "C", "C", "O", "C", "N", "H", "H", "H", "H", "H", "H", "H", "H", "H", "H", "H", "C", "C", "C", "O", "C", "N", "H", "H", "H", "H", "H", "H", "H", "H", "H", "H", "H", "C", "C", "C", "O", "C", "N", "H", "H", "H", "H", "H", "H", "H", "H", "H", "H", "H", "C", "C", "C", "O", "C", "N", "H", "H", "H", "H", "H", "H", "H", "H", "H", "H", "H", "C", "C", "C", "O", "C", "N", "H", "H", "H", "H", "H", "H", "H", "H", "H", "H", "H", "C", "C", "C", "O", "C", "N", "H", "H", "H", "H", "H", "H", "H", "H", "H", "H", "H", "C", "C", "C", "O", "C", "N", "H", "H", "H", "H", "H", "H", "H", "H", "H", "H", "H", "C", "C", "C", "O", "C", "N", "H", "H", "H", "H", "H", "H", "H", "H", "H", "H", "H", "C", "C", "C", "O", "C", "N", "H", "H", "H", "H", "H", "H", "H", "H", "H", "H", "H", "C", "C", "C", "O", "C", "N", "H", "H", "H", "H", "H", "H", "H", "H", "H", "H", "H", "C", "C", "C", "O", "C", "N", "H", "H", "H", "H", "H", "H", "H", "H", "H", "H", "H", "C", "C", "C", "O", "C", "N", "H", "H", "H", "H", "H", "H", "H", "H", "H", "H", "H", "C", "C", "C", "O", "C", "N", "H", "H", "H", "H", "H", "H", "H", "H", "H", "H", "H", "C", "C", "C", "O", "C", "N", "H", "H", "H", "H", "H", "H", "H", "H", "H", "H", "H", "C", "C", "C", "O", "C", "N", "H", "H", "H", "H", "H", "H", "H", "H", "H", "H", "H"],
  "coordinates": [[25.45, 8.04, 5.54], [26.28, 9.27, 5.88], [27.74, 9.02, 6.27], [28.38, 10.07, 6.96], [27.80, 10.54, 8.14], [26.22, 10.12, 4.64], [25.82, 7.53, 4.65], [24.41, 8.30, 5.38], [25.42, 7.39, 6.42], [25.79, 9.86, 6.65], [28.32, 8.74, 5.39], [27.67, 8.12, 6.91], [28.34, 10.26, 9.04], [26.80, 10.13, 8.32], [27.73, 11.63, 8.08], [26.77, 10.96, 4.85], [26.80, 9.62, 3.98], [30.81, 13.92, 14.47], [31.89, 14.11, 15.55], [31.67, 13.20, 16.74], [30.52, 13.55, 17.49], [30.46, 12.98, 18.78], [33.17, 13.79, 14.94], [30.80, 14.70, 13.71], [29.84, 13.97, 14.96], [30.91, 12.97, 13.95], [31.79, 15.12, 15.96], [32.60, 13.20, 17.32], [31.48, 12.18, 16.39], [31.35, 12.38, 19.00], [29.62, 12.29, 18.89], [30.40, 13.81, 19.49], [33.90, 14.06, 15.59], [33.35, 14.37, 14.13], [28.90, 12.43, 10.71], [30.16, 13.28, 10.75], [30.73, 13.47, 9.38], [31.21, 12.21, 8.94], [31.54, 12.10, 7.58], [29.77, 14.52, 11.45], [29.14, 11.36, 10.79], [28.25, 12.59, 9.85], [28.21, 12.49, 11.56], [30.89, 12.83, 11.43], [31.59, 14.15, 9.29], [30.05, 13.91, 8.64], [32.28, 11.32, 7.42], [31.98, 13.00, 7.12], [30.63, 11.85, 7.02], [30.34, 15.32, 11.21], [28.78, 14.73, 11.44], [24.76, 12.34, 9.74], [23.64, 12.61, 8.71], [24.09, 12.45, 7.28], [25.17, 13.35, 7.01], [25.34, 13.51, 5.62], [22.57, 11.62, 8.98], [25.72, 12.79, 9.44], [25.00, 11.27, 9.72], [24.47, 12.52, 10.77], [23.16, 13.56, 8.95], [23.22, 12.66, 6.66], [24.45, 11.43, 7.13], [25.25, 12.56, 5.09], [26.32, 13.96, 5.45], [24.60, 14.12, 5.07], [22.95, 10.67, 8.96], [22.24, 11.71, 9.93], [30.83, 3.54, 6.91], [31.30, 4.90, 7.41], [31.15, 6.06, 6.42], [31.61, 7.26, 7.03], [31.47, 8.39, 6.18], [30.50, 5.18, 8.60], [31.09, 2.75, 7.61], [31.33, 3.30, 5.97], [29.76, 3.56, 6.71], [32.37, 4.80, 7.64], [30.12, 6.14, 6.08], [31.83, 5.82, 5.59], [31.83, 9.20, 6.81], [30.42, 8.60, 5.95], [31.99, 8.23, 5.23], [30.81, 6.01, 9.10], [30.67, 4.40, 9.23], [35.04, 20.46, 8.42], [34.13, 19.79, 9.42], [33.51, 18.56, 8.79], [32.33, 18.18, 9.45], [31.55, 17.21, 8.80], [34.91, 19.39, 10.59], [35.69, 19.67, 8.03], [35.59, 21.31, 8.83], [34.48, 20.89, 7.58], [33.36, 20.52, 9.72], [34.18, 17.71, 8.65], [33.21, 18.87, 7.77], [31.15, 17.64, 7.87], [30.70, 16.84, 9.36], [32.25, 16.48, 8.38], [35.41, 20.23, 10.91], [34.33, 19.28, 11.43], [31.06, 8.79, 9.74], [31.02, 8.97, 11.29], [31.66, 7.74, 11.92], [30.95, 6.58, 11.53], [31.44, 5.40, 12.06], [31.82, 10.16, 11.54], [30.50, 9.59, 9.25], [30.48, 7.89, 9.51], [32.07, 8.75, 9.34], [30.03, 8.88, 11.75], [31.74, 7.84, 13.01], [32.72, 7.61, 11.63], [30.74, 4.59, 11.83], [31.63, 5.42, 13.14], [32.40, 5.10, 11.61], [32.82, 10.02, 11.50], [31.52, 10.82, 10.85], [35.89, 6.28, 8.11], [35.05, 7.05, 9.12], [35.00, 8.56, 8.80], [34.92, 9.29, 10.01], [34.84, 10.70, 9.92], [33.74, 6.40, 9.16], [35.29, 6.11, 7.21], [36.04, 5.29, 8.54], [36.84, 6.74, 7.86], [35.54, 6.91, 10.09], [34.12, 8.89, 8.22], [35.91, 8.89, 8.28], [34.37, 11.12, 10.81], [34.24, 11.01, 9.06], [35.84, 11.13, 9.90], [33.04, 6.84, 9.76], [33.39, 6.48, 8.21], [26.09, 16.76, 7.34], [26.95, 16.20, 8.46], [26.17, 16.03, 9.78], [27.13, 15.58, 10.73], [26.47, 15.25, 11.93], [27.38, 14.87, 7.99], [25.71, 17.75, 7.62], [25.20, 16.23, 7.02], [26.65, 17.10, 6.47], [27.82, 16.86, 8.55], [25.33, 15.35, 9.63], [25.78, 16.99, 10.14], [25.78, 15.99, 12.36], [27.16, 14.90, 12.69], [25.73, 14.45, 11.76], [27.80, 14.39, 8.79], [26.56, 14.31, 7.78], [28.50, 10.77, 14.04], [27.55, 9.59, 14.11], [28.22, 8.23, 14.13], [27.22, 7.25, 14.02], [27.73, 5.94, 14.00], [26.68, 9.70, 15.29], [28.99, 10.85, 13.06], [29.35, 10.58, 14.71], [28.08, 11.76, 14.19], [26.95, 9.67, 13.19], [28.90, 8.17, 14.99], [28.93, 8.06, 13.30], [28.19, 5.72, 14.97], [28.47, 5.78, 13.20], [26.91, 5.26, 13.78], [26.03, 10.45, 15.06], [26.11, 8.86, 15.33], [34.69, 10.70, 5.37], [36.02, 11.37, 5.07], [37.08, 10.48, 4.42], [36.58, 10.10, 3.13], [37.49, 9.30, 2.41], [35.84, 12.56, 4.25], [34.88, 9.76, 5.88], [34.02, 10.63, 4.51], [34.08, 11.27, 6.07], [36.32, 11.54, 6.11], [37.27, 9.56, 4.99], [38.02, 11.01, 4.22], [37.05, 8.74, 1.59], [37.85, 8.51, 3.08], [38.36, 9.87, 2.07], [35.49, 12.36, 3.32], [36.78, 12.91, 4.05], [35.50, 14.14, 7.85], [34.49, 15.01, 7.12], [35.09, 16.35, 6.71], [34.10, 17.14, 6.08], [34.56, 18.32, 5.45], [34.01, 14.30, 5.93], [35.18, 13.12, 8.07], [35.75, 14.58, 8.83], [36.42, 14.06, 7.27], [33.63, 15.22, 7.77], [35.95, 16.32, 6.03], [35.41, 16.87, 7.63], [35.06, 18.95, 6.20], [33.74, 18.86, 4.99], [35.41, 18.08, 4.80], [34.74, 13.66, 5.58], [34.06, 15.03, 5.21], [30.88, 15.77, 4.98], [30.66, 17.18, 5.53], [30.40, 18.25, 4.50], [29.44, 17.87, 3.52], [28.98, 18.99, 2.80], [29.46, 17.09, 6.38], [29.99, 15.45, 4.42], [30.85, 15.06, 5.81], [31.73, 15.61, 4.32], [31.54, 17.42, 6.14], [31.31, 18.54, 3.96], [30.08, 19.19, 4.96], [29.89, 19.40, 2.35], [28.49, 19.75, 3.41], [28.24, 18.65, 2.07], [29.39, 16.24, 6.93], [28.68, 17.05, 5.73], [33.59, 10.25, 1.36], [32.18, 10.79, 1.52], [31.72, 10.99, 2.96], [30.29, 10.98, 2.97], [29.78, 11.29, 4.25], [31.94, 12.02, 0.75], [33.83, 9.42, 2.03], [34.36, 10.99, 1.60], [33.85, 9.82, 0.40], [31.51, 9.99, 1.18], [32.11, 11.93, 3.35], [32.02, 10.12, 3.54], [28.70, 11.36, 4.10], [30.08, 12.28, 4.61], [30.00, 10.48, 4.95], [32.40, 12.18, -0.13], [30.94, 11.98, 0.59], [33.88, 16.21, 12.20], [34.45, 16.81, 13.49], [35.96, 16.96, 13.45], [36.49, 17.52, 14.61], [37.88, 17.78, 14.43], [33.85, 18.13, 13.66], [34.39, 15.25, 12.03], [34.12, 16.82, 11.33], [32.80, 16.09, 12.24], [34.22, 16.06, 14.26], [36.20, 17.59, 12.58], [36.42, 16.00, 13.15], [38.00, 18.45, 13.58], [38.39, 16.85, 14.15], [38.33, 18.22, 15.31], [32.83, 18.12, 13.80], [34.22, 18.53, 14.52], [28.61, 18.47, 11.02], [29.58, 19.10, 11.99], [30.13, 18.07, 12.99], [31.10, 18.45, 13.91], [30.85, 19.57, 14.75], [30.62, 19.72, 11.15], [29.04, 17.77, 10.31], [27.96, 19.17, 10.50], [27.93, 17.85, 11.62], [29.11, 19.94, 12.51], [30.48, 17.22, 12.40], [29.25, 17.65, 13.51], [30.71, 20.46, 14.14], [31.76, 19.65, 15.34], [29.92, 19.38, 15.31], [31.14, 20.45, 11.62], [31.35, 19.11, 10.74]],
  "mulliken_charge": [-1.8062, 1.9981, -1.0472, -0.1960, 0.3647, -0.6650, 0.3642, 0.4118, 0.3955, -0.6957, 0.3678, 0.1712, -0.3732, 0.5293, -0.2441, 0.0460, 0.3805, -1.1886, 1.3575, -0.9564, -0.3157, -0.7846, -0.7748, 0.0354, 0.4043, 0.1481, 0.1433, 0.4237, 0.3081, 0.3604, 0.2493, 0.2329, 0.3878, 0.0096, 0.2328, 0.7760, -0.7569, 0.8528, 1.8349, 1.3038, -0.9792, -0.5366, 0.6482, -0.0867, 0.1421, 0.1404, -1.6619, -0.5713, 0.2117, -0.6835, -0.4849, -0.6900, 0.5465, -0.4217, -0.3653, -1.0347, -0.8283, -0.4834, 0.4976, 0.4002, 0.2995, 0.3854, -0.3295, 0.4100, 0.2883, 0.2956, 0.2944, 0.2834, -1.6810, 1.0228, -1.1534, 0.5014, 0.2860, -0.6253, 0.4367, 0.4061, 0.3798, 0.0422, 0.3105, 0.3495, -0.4932, -0.5602, 0.5135, -0.0116, 0.3149, -1.5709, 0.1587, -0.0460, 0.2110, 1.2462, -0.5312, 0.2581, 0.5251, 0.3738, 0.0991, -0.1413, 0.2597, 0.0268, -0.8719, -0.4895, 0.3591, 0.0237, 0.2511, 1.5422, -1.7101, -0.0945, -0.9781, -0.5243, -0.2466, 0.4819, -0.7921, -0.6813, 0.5983, 0.7318, 0.2696, 0.4211, 0.2416, 0.1230, 0.0062, -1.6465, -0.3573, 1.0544, -0.5143, -0.6981, -0.3986, 0.2966, 0.3566, 0.4605, 0.5099, -0.7665, 0.5761, 0.3720, 0.0895, 0.4672, 0.1703, -0.2521, -1.5881, 1.8590, -1.6287, 0.6098, -0.8264, 0.4523, 0.4602, 0.2581, 0.1377, -0.0893, -0.0551, 0.5675, 0.4306, 0.2093, -0.0582, -0.3925, -0.1115, -0.8686, 0.7606, -0.1357, -0.3828, -0.5470, -0.8637, -0.0680, 0.2412, 0.4891, 0.2394, 0.3249, -0.1258, 0.3000, 0.0627, 0.2824, 0.2789, 0.3064, 0.2313, 0.4821, -1.1851, -0.0943, -0.9213, -0.4631, 0.2443, -0.4447, -0.3923, 0.0845, 0.4548, 0.5162, 0.2433, 0.3394, 0.3349, 0.1741, 0.3022, -1.8010, 3.1299, -1.6582, 0.1167, -0.8342, 0.0471, 0.0942, 0.4854, 0.3928, -1.6727, 0.6060, 0.6183, 0.2287, 0.0190, 0.4462, -0.1894, 0.1818, -1.1680, 2.9151, -1.6376, -0.2836, -0.7930, -0.2116, 0.3946, -0.1314, 0.5326, -1.4876, 0.5056, 0.5648, 0.3129, 0.3010, 0.2500, -0.3187, 0.3250, -1.5800, 0.5340, 0.6666, -0.5871, 1.0286, -0.6870, 0.3015, 0.3067, 0.4537, 0.1181, 0.2043, -0.5042, 0.0329, -0.0911, -0.4795, 0.2189, 0.2532, -1.2936, 1.3017, -1.3429, -0.3511, -0.7836, -0.2840, 0.5772, 0.4363, -0.1232, -0.0502, 0.3717, 0.3898, 0.3165, 0.3075, 0.2604, 0.2046, 0.3957, -1.0194, 0.1701, 0.2447, -0.5269, -1.0131, -0.4345, -0.2834, 0.4452, 0.1609, 0.6895, -0.6993, 0.4195, 0.2934, 0.3142, 0.3250, 0.3999, 0.0151]
}